Entry 1:
14
Properties=species:S:1:pos:R:3:lowdin_charge:R:1 method="wB97M-V/def2-TZVPD" mol_weight_g_mol=101.1 max_force_ev_per_a=0.94 orbital_gap_ev=9.2 homo_ev=-8.39
C -0.65533 1.43047 -0.64235 -0.0172
N -0.06029 0.46417 0.29805 -0.0416
C -1.03918 -0.64305 0.95523 -0.4877
O -2.04419 -0.35172 1.54757 0.0890
N -0.31124 -1.63920 0.49929 0.1539
C 0.87839 -0.59328 -0.25875 -0.4335
N 2.07408 -0.54232 0.23324 0.0178
H -1.05533 0.88644 -1.49983 0.0977
H 0.03665 2.19717 -1.01519 0.0990
H -1.45815 1.92332 -0.09943 0.0934
H 0.51643 0.95205 0.99520 0.1652
H -0.27141 -2.60605 0.81360 0.1238
H 0.65604 -0.73940 -1.32153 0.1304
H 2.73351 -0.73861 -0.50511 0.0099

=====

Entry 2:
14
Properties=species:S:1:pos:R:3:lowdin_charge:R:1 method="wB97M-V/def2-TZVPD" mol_weight_g_mol=101.1 max_force_ev_per_a=0.58 orbital_gap_ev=7.6 homo_ev=-7.19
C -1.84854 -1.13964 1.14045 -0.1471
N -0.43637 -1.52084 0.69034 -0.0319
C 0.37863 -0.74403 -0.30211 -0.4701
O 0.94607 -1.32833 -1.19312 0.1066
N 0.37525 0.59039 -0.07516 0.1177
C 1.06787 1.47448 -0.91020 -0.2494
N 1.04103 2.71698 -0.68057 0.1027
H -2.35459 -0.84069 0.21245 -0.0160
H -1.72428 -0.25531 1.78278 -0.0344
H -0.49815 -2.44861 0.26776 0.1431
H 0.12427 -1.64328 1.53639 0.1560
H -0.25091 0.96822 0.63006 0.1408
H 1.58871 0.95754 -1.71947 0.1310
H 1.59102 3.21312 -1.37960 0.0511

=====

Entry 3:
14
Properties=species:S:1:pos:R:3:lowdin_charge:R:1 method="wB97M-V/def2-TZVPD" mol_weight_g_mol=101.1 max_force_ev_per_a=0.81 orbital_gap_ev=9.3 homo_ev=-8.49
C 1.67138 -0.53273 -0.17942 -0.0099
N 0.39844 0.04888 0.24200 -0.0282
C 0.09343 1.35743 -0.34350 -0.5863
O 0.86964 2.27993 -0.42044 0.0800
N -1.14314 1.07399 -0.67684 0.1625
C -1.10162 -0.52450 -0.19116 -0.3734
N -1.78450 -0.94054 0.81676 0.0103
H 1.65790 -0.66345 -1.26587 0.1044
H 1.75363 -1.48724 0.33359 0.0951
H 2.50884 0.12969 0.07893 0.1026
H 0.31668 0.12944 1.25321 0.1667
H -1.71358 1.78020 -1.11584 0.1281
H -0.97037 -1.04171 -1.14776 0.1294
H -2.45224 -1.66092 0.56246 0.0188

=====

Entry 4:
14
Properties=species:S:1:pos:R:3:lowdin_charge:R:1 method="wB97M-V/def2-TZVPD" mol_weight_g_mol=101.1 max_force_ev_per_a=4.28 orbital_gap_ev=9.9 homo_ev=-8.95
H -0.12109 2.07875 -0.17327 0.0409
N -1.04499 1.91886 0.28953 0.0441
N -1.50689 0.77887 0.29624 -0.0719
N -0.84718 -0.28097 -0.13983 -0.1842
C -1.42157 -1.65057 0.04789 -0.0157
O 0.29867 -0.19937 -1.08079 -0.0358
C 1.36169 0.46629 -0.64642 -0.3157
C 1.86160 0.51501 0.57684 0.0066
H -1.45386 -2.26057 -1.02739 0.1396
H -0.81782 -2.26250 0.74799 0.0814
H -2.42082 -1.41723 0.26575 0.0471
H 1.78174 1.24896 -1.34990 0.1405
H 2.84940 0.97625 0.70263 0.0631
H 1.48114 0.08822 1.49073 0.0602

=====

Entry 5:
14
Properties=species:S:1:pos:R:3:lowdin_charge:R:1 method="wB97M-V/def2-TZVPD" mol_weight_g_mol=101.1 max_force_ev_per_a=0.40 orbital_gap_ev=10.4 smiles="[H]/N=C/NC(=O)NC" homo_ev=-9.61
H 1.95475 -3.62158 -0.53292 0.0373
N 2.02255 -2.69342 -0.12242 0.0739
C 0.92117 -2.07766 -0.26504 -0.2805
N 0.78098 -0.78985 0.21995 0.0909
C -0.35065 -0.02099 -0.03871 -0.5513
O -1.31608 -0.47007 -0.63374 0.0485
N -0.27344 1.25627 0.43980 0.0067
C -1.28350 2.23894 0.10972 -0.0731
H 0.01081 -2.43963 -0.74713 0.1278
H 1.60344 -0.39833 0.65805 0.1403
H 0.58645 1.57559 0.85660 0.1306
H -2.10744 1.70952 -0.37011 0.0827
H -0.89434 2.99324 -0.58432 0.0842
H -1.65470 2.73796 1.01029 0.0819

=====

Entry 6:
14
Properties=species:S:1:pos:R:3:lowdin_charge:R:1 method="wB97M-V/def2-TZVPD" mol_weight_g_mol=101.1 max_force_ev_per_a=0.79 orbital_gap_ev=10.4 smiles="NC(N)[C@H]1NC1=O" homo_ev=-9.59
N -0.81454 -0.88808 0.65392 0.0485
C -0.56819 -0.05339 -0.52474 -0.4598
N -1.41099 1.11821 -0.53620 0.0428
C 0.88610 0.39639 -0.50139 -0.1403
N 1.56692 0.58494 0.80344 0.1682
C 1.90839 -0.48400 0.07393 -0.4803
O 2.59259 -1.45370 0.00514 0.1184
H -1.77450 -1.21718 0.65674 0.0749
H -0.21150 -1.70441 0.65022 0.0751
H -0.74960 -0.58793 -1.47652 0.1444
H -1.26571 1.65861 0.30957 0.0771
H -2.39070 0.86165 -0.58025 0.0705
H 1.11963 1.15978 -1.23420 0.1352
H 1.11210 0.60912 1.70033 0.1253

=====

Entry 7:
14
Properties=species:S:1:pos:R:3:lowdin_charge:R:1 method="wB97M-V/def2-TZVPD" mol_weight_g_mol=101.1 max_force_ev_per_a=0.71 orbital_gap_ev=10.0 smiles="[H]/N=C/NC(=O)NC" homo_ev=-9.17
H 2.61854 1.38804 0.11200 0.0445
N 2.25270 0.52264 0.50434 0.0944
C 1.49545 -0.03123 -0.34369 -0.3084
N 0.91096 -1.33150 -0.10428 0.1132
C -0.41309 -1.23271 0.20966 -0.5493
O -1.24506 -2.10007 0.34855 0.0864
N -0.62055 0.17547 0.28767 -0.0631
C -1.61535 0.79017 -0.54191 -0.0900
H 1.25141 0.37737 -1.33219 0.1247
H 1.42638 -2.20226 -0.10462 0.1477
H -0.42821 0.56633 1.19779 0.1406
H -1.45541 0.46027 -1.57772 0.0919
H -1.44460 1.87050 -0.52109 0.0859
H -2.63313 0.54374 -0.23275 0.0815

=====

Entry 8:
14
Properties=species:S:1:pos:R:3:lowdin_charge:R:1 method="wB97M-V/def2-TZVPD" mol_weight_g_mol=101.1 charge=+2 max_force_ev_per_a=4.31 orbital_gap_ev=10.6 homo_ev=-19.46
C -1.64101 0.21800 0.27422 0.0153
C 1.88850 -0.73002 -0.16183 -0.0621
C -2.74942 0.78166 -0.36574 0.0653
N -0.64149 0.00261 0.79227 0.3556
N 1.85381 -2.00136 -0.25136 0.2296
N 2.14715 0.40347 -0.03887 0.1208
O 1.81562 1.65025 0.05351 0.1745
H -2.43001 1.64665 -0.84130 0.1104
H -3.40814 1.08007 0.39448 0.1230
H -3.34277 -0.03068 -0.97608 0.1969
H 1.45239 -2.57050 -0.96747 0.1525
H 2.67756 -2.59621 -0.01137 0.1980
H -0.17066 0.05536 1.67978 0.1744
H 2.54846 2.09070 0.41977 0.1458

=====

Entry 9:
14
Properties=species:S:1:pos:R:3:lowdin_charge:R:1 method="wB97M-V/def2-TZVPD" mol_weight_g_mol=101.1 charge=+2 max_force_ev_per_a=3.60 orbital_gap_ev="4.9 / 5.5" homo_ev="-20.64 / -21.00"
C -0.02768 1.60522 0.76465 -0.1084
C 0.22733 2.79665 1.51190 0.0354
C 0.45922 -2.81966 -1.24872 0.1151
N -0.34257 0.80104 0.01736 0.3064
N -0.91025 -0.83990 -1.61076 0.4308
N -0.59589 -2.06191 -1.75694 -0.2438
O -1.43357 -2.48937 -2.53327 0.3535
H -0.67815 3.36584 1.70616 0.1313
H 1.08408 3.32854 1.21434 0.1058
H 0.48601 2.36558 2.51314 0.1471
H 0.33663 -3.20834 -0.23755 0.1632
H 1.37815 -2.16387 -1.33292 0.1775
H 0.53336 -3.77098 -1.84524 0.1761
H -1.87625 -0.61137 -1.89608 0.2101

=====

Entry 10:
15
Properties=species:S:1:pos:R:3:lowdin_charge:R:1 method="wB97M-V/def2-TZVPD" mol_weight_g_mol=117.1 max_force_ev_per_a=5.95 orbital_gap_ev=9.3 smiles="N/C=N/CC(=O)NO" homo_ev=-8.90
N -3.39626 0.52118 -0.04233 0.0452
C -2.22968 -0.23120 0.16679 -0.2887
N -1.04598 -0.25665 -0.37369 -0.0580
C -0.06101 -1.21965 -0.12014 -0.1947
C 1.30811 -0.61034 -0.00853 -0.4803
O 2.39790 -1.15777 0.12300 0.0442
N 1.04867 0.78887 -0.01234 -0.0432
O 2.11756 1.77096 0.05593 -0.0889
H -3.28043 1.32882 -0.56079 0.0302
H -3.64468 0.86256 1.09209 0.1993
H -2.37377 -1.04956 1.04733 0.1537
H -0.00313 -1.65768 -1.08304 0.1213
H -0.06404 -1.84556 0.88032 0.1737
H -0.00254 1.38832 -0.02894 0.2459
H 2.89540 1.06086 -0.00858 0.1403

=====

Entry 11:
15
Properties=species:S:1:pos:R:3:lowdin_charge:R:1 method="wB97M-V/def2-TZVPD" mol_weight_g_mol=117.1 max_force_ev_per_a=6.03 orbital_gap_ev=9.2 homo_ev=-9.41
C -0.97279 1.73138 0.46245 -0.2240
C -0.61086 -1.63296 -0.07018 -0.4828
C 1.02480 -1.54641 0.04190 0.0523
H 0.51335 1.95980 0.83501 0.1438
H -1.58196 0.70477 1.52972 0.1774
H -1.79893 3.11169 0.25527 0.1649
H -0.07374 0.83891 -0.89713 0.0255
H -2.19632 -0.73512 -0.44668 0.1144
H 1.60168 -2.67941 0.07467 0.1823
H 3.20721 0.80263 -0.50359 0.1771
N -1.04775 0.91149 -0.69888 -0.1953
N -1.24291 -0.47318 -0.49755 -0.0077
N 1.50944 -0.22603 -0.12293 -0.0823
O -1.19732 -2.65162 0.13270 0.0658
O 2.86610 -0.11594 -0.09476 -0.1114

=====

Entry 12:
15
Properties=species:S:1:pos:R:3:lowdin_charge:R:1 method="wB97M-V/def2-TZVPD" mol_weight_g_mol=117.1 max_force_ev_per_a=5.70 orbital_gap_ev=9.7 smiles="CN/N=C/ONC=O" homo_ev=-9.00
C 1.90763 1.26912 0.80093 -0.2115
N 1.65194 0.33531 -0.16222 -0.1470
N 0.31549 -0.15284 -0.26865 0.0524
C 0.10729 -1.36331 -0.63428 -0.1779
O -1.19896 -1.85010 -0.47598 -0.1008
N -2.13695 -0.92815 0.02591 -0.0196
C -2.42489 0.07524 -0.77513 -0.3714
O -3.30357 0.79332 -0.27848 -0.0154
H 1.67682 1.17178 1.92893 0.1038
H 2.87249 1.61341 0.58523 0.0591
H 1.36895 2.24267 0.67472 0.0887
H 2.38987 -0.42252 -0.00780 0.1471
H 0.81213 -2.26795 -0.74896 0.1623
H -2.18163 -0.70845 1.15577 0.2511
H -1.85661 0.19247 -1.82000 0.1791